The molecule C5H5N in a non-equilibrium geometry, computed with the ωB97M-V functional and the def2-TZVPD basis.

Element x y z (Å)
C  1.875  -0.618  -0.073
C  0.461  -0.464  0.057
C  -0.709  -0.249  0.099
C  -2.061  0.058  0.005
C  -3.257  0.237  -0.043
H  2.591  1.104  1.043
H  1.686  1.529  -0.560
H  2.474  -1.182  0.764
H  2.230  -1.093  -1.006
H  -4.356  0.320  -0.026
N  2.503  0.790  -0.070

Properties
SMILES string   C#CC#CCN
Charge   0
E_LUMO   0.030 Eh
Energy above the lowest of the compared OMol25 structures with the same formula, charge and spin   461.9 kJ/mol
HOMO level   -0.338 Eh
Largest force on an atom   4.7 eV/A

---

The molecule C5H5N in a non-equilibrium geometry, computed with the ωB97M-V functional and the def2-TZVPD basis.

Element x y z (Å)
C  0.189  -2.423  0.578
C  -0.981  -1.961  0.062
C  -0.097  -0.968  -0.146
C  0.218  0.339  -0.559
C  0.241  1.137  0.731
N  0.735  0.424  -1.710
H  -2.083  -2.138  -0.121
H  0.241  2.305  0.513
H  -0.652  1.009  1.298
H  1.227  0.896  1.311
H  0.963  1.380  -1.958

Properties
SMILES string   [H]/N=C(\C)C1=C=C1
Charge   0
E_LUMO   0.025 Eh
Energy above the lowest of the compared OMol25 structures with the same formula, charge and spin   530.7 kJ/mol
HOMO level   -0.339 Eh
Largest force on an atom   5.6 eV/A

---

The molecule C5H5N in a non-equilibrium geometry, computed with the ωB97M-V functional and the def2-TZVPD basis.

Element x y z (Å)
C  -0.073  -0.330  -0.152
C  0.344  -0.005  -1.341
C  0.255  0.162  -2.597
C  0.185  -0.124  1.327
C  -0.611  0.118  2.568
N  0.331  0.457  -3.746
H  0.885  -1.042  1.700
H  0.910  0.698  1.024
H  -0.725  -0.761  3.278
H  -1.429  0.822  2.556
H  -0.072  0.006  -4.617

Properties
Charge   0
E_LUMO (spin up / spin down)   0.000 / -0.010 Eh
Energy above the lowest of the compared OMol25 structures with the same formula, charge and spin   675.8 kJ/mol
HOMO level (spin up / spin down)   -0.324 / -0.250 Eh
Largest force on an atom   5.2 eV/A

---

The molecule C5H5N, computed with the ωB97M-V functional and the def2-TZVPD basis.

Element x y z (Å)
C  -1.069  -0.561  -0.640
C  0.074  -0.144  -1.251
C  1.239  0.212  -0.461
N  1.231  0.312  0.819
C  -0.069  0.192  1.425
C  -1.266  -0.374  0.778
H  -1.880  -0.978  -1.235
H  0.167  -0.126  -2.336
H  2.192  0.349  -0.976
H  0.022  0.003  2.499
H  -0.521  1.214  1.383

Properties
Charge   0
E_LUMO (spin up / spin down)   -0.036 / -0.036 Eh
Energy above the lowest of the compared OMol25 structures with the same formula, charge and spin   389.0 kJ/mol
HOMO level (spin up / spin down)   -0.305 / -0.305 Eh
Largest force on an atom   0.4 eV/A